(1)
{"formula": "C13H29N2O4P4S", "method": "the ωB97M-V functional and the def2-TZVPD basis", "homo_ev": -3.3, "e_lumo_ev": 2.65, "charge": -1, "total_energy_ev": -73110.4594, "molar_mass_da": 433.35, "symbols": ["C", "C", "P", "C", "C", "P", "P", "S", "C", "C", "C", "C", "N", "C", "P", "N", "O", "H", "H", "H", "H", "H", "H", "H", "H", "H", "H", "H", "H", "H", "H", "H", "H", "H", "H", "H", "H", "H", "C", "C", "O", "C", "O", "O", "C", "H", "H", "H", "H", "H", "H", "H", "H"], "coordinates": [[4.6408, -0.4720, -0.5615], [3.4860, 0.4267, 0.0366], [2.7064, 1.5895, -1.2396], [2.8803, 3.3034, -0.4255], [2.5176, 3.3044, 1.1272], [0.4779, 1.2344, -1.3406], [0.1552, 2.8617, -2.8661], [1.7751, 3.3593, -3.8553], [-1.4055, 0.9478, -1.1508], [-2.3053, 0.5812, -2.2735], [-3.7015, 0.4697, -1.8676], [-4.2012, 0.6925, -0.5390], [-3.3529, 0.9974, 0.4750], [-2.0551, 1.1137, 0.1320], [0.6976, -0.3439, -2.9075], [2.4090, -0.7603, -2.9993], [0.3734, 0.2945, -4.4892], [5.2643, -0.8646, 0.2949], [5.3391, 0.0814, -1.2335], [4.1806, -1.3632, -1.0463], [3.9462, 0.9892, 0.8981], [2.7335, -0.2670, 0.5028], [2.2534, 4.0751, -0.9258], [3.9724, 3.5641, -0.4846], [1.8118, 2.4542, 1.3433], [3.4056, 3.1167, 1.7862], [1.9868, 4.2480, 1.4336], [0.3555, 2.2537, -0.2914], [0.6788, 0.1695, -0.3456], [-0.9381, 2.5451, -3.7443], [-0.3037, 4.0131, -2.1305], [-1.9447, 0.4369, -3.3066], [-4.4516, 0.2244, -2.6599], [-5.2877, 0.6216, -0.3008], [-1.3654, 1.3915, 0.9709], [2.4994, -1.6480, -3.5120], [2.8047, -0.0686, -3.6546], [-0.2981, -0.3224, -4.8328], [-4.3018, -2.1753, 2.9901], [-3.1467, -1.8805, 2.0530], [-1.8868, -1.9808, 2.7356], [-1.4520, -3.2178, 2.9690], [-2.0081, -4.2425, 2.6579], [-0.2914, -3.1319, 3.6365], [0.2372, -4.3917, 4.0399], [-4.2508, -1.5352, 3.8737], [-5.2562, -2.0121, 2.4865], [-4.2735, -3.2081, 3.3426], [-3.2268, -0.8543, 1.6944], [-3.1617, -2.5317, 1.1765], [0.3289, -5.0722, 3.1932], [-0.3926, -4.8294, 4.8163], [1.2292, -4.2162, 4.4531]]}

---

(2)
{"formula": "C13H29N2O6P2", "method": "the ωB97M-V functional and the def2-TZVPD basis", "homo_ev": -11.8, "e_lumo_ev": -5.69, "charge": 1, "total_energy_ev": -47775.7659, "molar_mass_da": 371.33, "symbols": ["C", "C", "P", "C", "C", "C", "C", "C", "C", "O", "O", "C", "C", "P", "N", "O", "N", "H", "H", "H", "H", "H", "H", "H", "H", "H", "H", "H", "H", "H", "H", "H", "H", "H", "C", "O", "H", "H", "H", "H", "C", "O", "H", "H", "H", "H", "C", "O", "H", "H", "H", "H"], "coordinates": [[0.7231, -3.6814, -1.7790], [0.7564, -2.0465, -1.9139], [-0.8822, -1.1646, -1.4858], [-2.2921, -2.3772, -1.0521], [-3.1423, -2.0039, 0.2991], [-0.5001, 0.0687, -0.0778], [-0.1302, -0.3353, 1.4862], [0.2242, 0.8702, 2.5897], [0.6267, 0.5386, 4.1548], [1.2152, 1.4595, 4.9496], [0.3680, -0.8458, 4.6683], [0.2051, 2.4280, 2.0691], [-0.1906, 2.6930, 0.4992], [-0.2407, 4.4974, -0.2228], [0.8406, 4.4821, -1.6660], [0.3921, 5.6226, 0.9508], [-0.5038, 1.5530, -0.4448], [0.2494, -4.2316, -2.7220], [0.1531, -4.0213, -0.7942], [1.8415, -4.0680, -1.6514], [1.5643, -1.6513, -1.1288], [1.1166, -1.7088, -2.9897], [-3.0606, -2.3348, -1.9631], [-1.9589, -3.5126, -0.9760], [-3.5009, -0.8886, 0.3679], [-2.5773, -2.3254, 1.2894], [-4.1262, -2.6776, 0.2693], [-0.1140, -1.4887, 1.7848], [1.1071, -1.4337, 4.3151], [0.4833, 3.2817, 2.8255], [0.5413, 3.6958, -2.3168], [1.8396, 4.3031, -1.3949], [1.3635, 5.4260, 1.1731], [-0.7211, 1.8148, -1.4490], [-0.9039, -7.3478, -3.0726], [-0.8261, -6.3545, -2.0669], [-1.3566, -6.9132, -3.9670], [0.1008, -7.7046, -3.3123], [-1.5222, -8.1769, -2.7202], [-0.4206, -6.7692, -1.2863], [-0.7759, 6.9231, 3.8823], [-1.8892, 6.2852, 3.2841], [-1.0069, 7.1330, 4.9294], [0.0947, 6.2648, 3.8285], [-0.5694, 7.8615, 3.3619], [-1.6549, 6.1116, 2.3565], [3.3600, 0.2677, -2.4073], [3.2271, 1.1057, -1.2741], [4.4219, 0.1235, -2.6201], [2.8972, -0.7007, -2.2019], [2.8788, 0.7382, -3.2682], [2.2750, 1.2154, -1.1098]]}

---

(3)
{"formula": "C13H30AlNO5P", "method": "the ωB97M-V functional and the def2-TZVPD basis", "homo_ev": -3.3, "e_lumo_ev": 2.10, "charge": -1, "total_energy_ev": -41583.0183, "molar_mass_da": 338.34, "symbols": ["C", "C", "C", "N", "Al", "C", "C", "C", "C", "O", "C", "P", "C", "O", "H", "H", "H", "H", "H", "H", "H", "H", "H", "H", "H", "H", "H", "H", "H", "H", "H", "H", "H", "H", "H", "H", "H", "H", "C", "C", "C", "O", "C", "O", "O", "H", "H", "H", "H", "H", "H"], "coordinates": [[0.5871, -3.8238, -0.8538], [-0.8218, -4.2562, -1.2682], [-1.8579, -3.9750, -0.1791], [-1.8757, -2.5593, 0.1876], [-2.7881, -1.3841, -0.9758], [-2.4505, 0.5129, -0.3169], [-1.0934, 0.7030, 0.3897], [0.1011, 0.2534, -0.4567], [0.5973, 1.3843, -1.3455], [1.4495, 0.9518, -2.4044], [2.7428, 0.6432, -1.9658], [-5.1285, -1.8464, -0.9856], [-5.7745, -0.4426, -2.0284], [-5.6234, -1.3574, 0.5749], [1.3524, -4.3542, -1.4268], [0.7345, -2.7554, -1.0116], [0.7357, -4.0049, 0.2138], [-1.1127, -3.7652, -2.1982], [-0.8137, -5.3405, -1.4347], [-1.5675, -4.5824, 0.6926], [-2.8321, -4.3668, -0.5164], [-2.3186, -2.4808, 1.0995], [-2.2313, -1.5561, -2.4993], [-2.5894, 1.2525, -1.1149], [-3.2347, 0.7263, 0.4300], [-1.0998, 0.1372, 1.3216], [-0.9402, 1.7551, 0.6633], [-0.1532, -0.5849, -1.1084], [0.9105, -0.0849, 0.1995], [1.1372, 2.1345, -0.7516], [-0.2582, 1.8446, -1.8428], [3.1852, 1.4865, -1.4145], [2.7646, -0.2512, -1.3327], [3.3520, 0.4513, -2.8502], [-6.7298, -0.6962, -2.4920], [-5.0516, -0.2062, -2.8139], [-5.9101, 0.4569, -1.4209], [-5.2344, -0.4993, 0.7722], [4.8016, 4.2718, 3.2706], [4.1304, 2.9762, 2.8979], [4.0369, 2.6786, 1.4146], [2.8625, 1.8725, 1.3438], [2.0607, 2.1964, 2.3893], [0.9415, 1.8423, 2.5220], [2.7416, 2.9956, 3.2615], [4.6801, 4.4704, 4.3347], [5.8675, 4.2204, 3.0462], [4.3630, 5.1047, 2.7198], [4.5954, 2.1351, 3.4221], [4.8858, 2.1295, 1.0149], [3.8743, 3.5868, 0.8271]]}

---

(4)
{"formula": "C13H30B3FO7", "method": "the ωB97M-V functional and the def2-TZVPD basis", "homo_ev": -9.8, "e_lumo_ev": 0.40, "total_energy_ev": -33054.8043, "molar_mass_da": 349.81, "smiles": "C[C@H](O)CB1OB(F)OB(CC=O)O1.CCOCC.CCOCC", "symbols": ["C", "C", "O", "C", "B", "O", "B", "F", "O", "B", "C", "C", "O", "O", "H", "H", "H", "H", "H", "H", "H", "H", "H", "H", "C", "C", "O", "C", "C", "H", "H", "H", "H", "H", "H", "H", "H", "H", "H", "C", "C", "O", "C", "C", "H", "H", "H", "H", "H", "H", "H", "H", "H", "H"], "coordinates": [[4.2807, 4.6057, -2.0881], [2.9096, 4.2943, -2.6756], [3.0818, 3.2231, -3.5961], [2.2436, 5.5245, -3.3452], [1.0739, 6.0175, -2.4493], [1.2029, 7.0193, -1.4898], [0.0864, 7.1620, -0.6976], [-0.3613, 8.3617, -0.3817], [-0.5835, 6.0370, -0.2631], [-0.6700, 5.0485, -1.2361], [-1.2226, 3.6354, -0.8353], [-1.8716, 2.7848, -1.9015], [-1.6225, 2.8329, -3.0776], [-0.1622, 5.3793, -2.4724], [5.0481, 4.3502, -2.8182], [4.3685, 5.6590, -1.8245], [4.4643, 4.0302, -1.1810], [2.2637, 3.9287, -1.8627], [2.2301, 2.8133, -3.7633], [1.8335, 5.1925, -4.3012], [2.9719, 6.3110, -3.5425], [-1.9016, 3.7315, 0.0147], [-0.3671, 3.0536, -0.4620], [-2.6104, 2.0455, -1.5280], [-3.3657, -0.9168, -1.4186], [-2.0019, -0.9621, -0.7510], [-2.0232, -0.6306, 0.6264], [-2.8035, -1.4828, 1.4503], [-2.3483, -2.9310, 1.4468], [-3.8520, 0.0402, -1.2206], [-3.2572, -1.0374, -2.4969], [-4.0283, -1.7069, -1.0632], [-1.3442, -0.2190, -1.2051], [-1.5322, -1.9388, -0.9115], [-3.8634, -1.4170, 1.1778], [-2.7061, -1.0613, 2.4510], [-2.5179, -3.4160, 0.4847], [-2.9046, -3.4930, 2.1985], [-1.2837, -3.0060, 1.6727], [0.4851, -4.7038, 4.3870], [-0.3069, -5.5584, 3.4117], [0.1691, -5.5044, 2.0785], [1.4977, -5.9580, 1.8811], [1.7180, -7.4126, 2.2590], [0.5664, -3.6807, 4.0164], [-0.0184, -4.6856, 5.3544], [1.4934, -5.0874, 4.5476], [-1.3325, -5.1931, 3.3539], [-0.3556, -6.5938, 3.7679], [2.2081, -5.3165, 2.4155], [1.6810, -5.8179, 0.8157], [1.6361, -7.5762, 3.3343], [2.7177, -7.7243, 1.9540], [0.9869, -8.0503, 1.7602]]}